{
  "formula": "C38H50BaN6P2",
  "method": "ωB97M-V with the def2-TZVPD basis set",
  "spin_multiplicity": 1,
  "homo_energy_ev": -13.0187,
  "charge": 2,
  "gap_ev": 8.57,
  "fmax_ha_per_bohr": 0.006,
  "energy_ev": -68419.9284,
  "species": ["Ba", "C", "N", "C", "C", "N", "C", "C", "N", "C", "C", "N", "C", "N", "C", "C", "C", "N", "C", "H", "H", "H", "H", "H", "H", "H", "H", "H", "H", "H", "H", "H", "H", "H", "H", "H", "H", "H", "H", "H", "H", "H", "H", "C", "P", "C", "C", "C", "C", "C", "C", "C", "H", "H", "H", "H", "H", "H", "H", "H", "H", "H", "H", "C", "C", "C", "C", "C", "C", "P", "C", "C", "C", "C", "C", "C", "C", "C", "C", "C", "C", "C", "H", "H", "H", "H", "H", "H", "H", "H", "H", "H", "H", "H", "H", "H", "H"],
  "xyz": [[-0.15217, 0.42455, -0.19661], [1.10955, -0.71386, -2.95435], [1.67859, 0.38867, -3.67238], [1.78002, 0.34117, -5.12547], [2.37891, 1.70407, -5.40560], [1.85404, 2.51146, -4.29950], [2.39042, 3.86564, -4.22141], [1.53056, 1.69010, -3.25159], [1.10505, 1.95733, -2.04773], [1.00459, 3.36180, -1.62177], [0.58112, 3.46527, -0.15550], [-0.75584, 2.94153, 0.12341], [-1.75649, 3.71391, 0.43194], [-2.93966, 3.17147, 0.89094], [-2.95647, 1.88234, 1.54984], [-3.72680, 4.23283, 1.52164], [-3.23317, 5.46062, 0.78167], [-1.87044, 5.06831, 0.40744], [-1.13971, 5.96468, -0.47955], [1.32641, -1.63996, -3.48379], [0.01511, -0.65536, -2.85613], [1.59005, -0.80785, -1.97355], [0.79095, 0.23270, -5.58487], [2.41677, -0.47935, -5.44915], [2.07047, 2.12179, -6.36129], [3.47270, 1.67262, -5.36538], [2.56201, 4.19943, -5.24234], [3.34522, 3.89803, -3.69006], [1.69280, 4.55875, -3.76742], [0.28391, 3.89872, -2.24449], [1.96928, 3.86779, -1.69657], [0.73339, 4.47987, 0.20621], [1.29569, 2.84487, 0.40986], [-2.65025, 1.07451, 0.87945], [-3.98227, 1.65906, 1.83750], [-2.32805, 1.86012, 2.44905], [-3.49338, 4.29303, 2.59067], [-4.79358, 4.05986, 1.39952], [-3.22768, 6.35777, 1.39647], [-3.82436, 5.64935, -0.11967], [-1.81408, 6.76422, -0.78114], [-0.81492, 5.45149, -1.38202], [-0.28202, 6.42067, 0.01276], [-4.31708, -1.52257, -0.91583], [-2.53886, -1.91284, -0.73417], [-2.56797, -3.28213, 0.46691], [-2.11182, -2.69274, -2.32188], [-2.35841, -1.97909, -3.49707], [-2.00471, -2.50308, -4.73027], [-1.38303, -3.74351, -4.80277], [-1.12947, -4.45791, -3.64175], [-1.49534, -3.93859, -2.40571], [-4.47550, -0.77886, -1.69542], [-4.68469, -1.11176, 0.02558], [-4.88881, -2.41821, -1.16090], [-3.22474, -4.08789, 0.13554], [-2.93525, -2.89529, 1.41894], [-1.56405, -3.67152, 0.63410], [-2.84942, -1.01153, -3.45447], [-2.22548, -1.95279, -5.63574], [-1.11332, -4.15875, -5.76470], [-0.66141, -5.43202, -3.69786], [-1.30133, -4.51556, -1.51082], [5.67860, -0.44671, 3.36421], [5.15982, -1.73202, 3.27161], [3.81642, -1.91944, 2.98683], [2.98439, -0.81736, 2.78592], [3.51484, 0.46765, 2.87173], [4.85668, 0.65411, 3.16688], [1.21295, -0.99129, 2.44476], [0.38351, -1.01107, 4.05606], [-1.00984, -0.93674, 4.06965], [-1.70469, -0.97468, 5.26703], [-1.00694, -1.06978, 6.46519], [0.37839, -1.13255, 6.46014], [1.07552, -1.10752, 5.25904], [1.02642, -2.69490, 1.81857], [1.40519, -2.93817, 0.49601], [1.30163, -4.20835, -0.05181], [0.80955, -5.25185, 0.72158], [0.42585, -5.01933, 2.03587], [0.52987, -3.74716, 2.58397], [6.72664, -0.30357, 3.59075], [5.80345, -2.58741, 3.42712], [3.41151, -2.92202, 2.92148], [2.87167, 1.32923, 2.72361], [5.26201, 1.65412, 3.24210], [-1.55775, -0.86594, 3.13263], [-2.78578, -0.92729, 5.27216], [-1.54669, -1.09278, 7.40232], [0.92079, -1.20496, 7.39321], [2.15691, -1.16004, 5.26223], [1.85065, -2.14184, -0.09723], [1.61722, -4.38749, -1.07176], [0.73677, -6.24740, 0.30365], [0.05161, -5.83452, 2.64117], [0.23728, -3.57835, 3.61257]],
  "atomic_forces_ev_per_a": [[0.0, -0.1, 0.1], [0.1, 0.0, 0.0], [-0.1, 0.0, 0.0], [0.0, 0.0, 0.0], [0.0, 0.0, 0.0], [0.0, 0.0, 0.0], [0.0, 0.0, 0.0], [0.0, 0.0, 0.0], [0.0, 0.1, 0.0], [0.0, -0.1, 0.0], [-0.1, -0.3, -0.2], [0.0, 0.1, 0.0], [0.0, -0.1, 0.0], [0.0, 0.0, 0.1], [0.1, 0.0, 0.0], [0.0, 0.0, 0.0], [0.0, 0.0, 0.0], [-0.1, 0.0, 0.0], [0.0, 0.0, 0.0], [0.0, 0.0, 0.0], [0.0, 0.0, 0.0], [0.0, 0.0, 0.0], [0.0, 0.0, 0.0], [0.0, 0.0, 0.0], [0.0, 0.0, 0.0], [0.0, 0.0, 0.0], [0.0, 0.0, 0.0], [0.0, 0.0, 0.0], [0.0, 0.0, 0.0], [0.0, 0.0, 0.0], [0.0, 0.0, 0.0], [0.0, 0.0, 0.0], [0.1, 0.1, 0.1], [-0.1, 0.1, -0.1], [0.0, 0.0, 0.0], [0.0, 0.0, 0.0], [0.0, 0.0, 0.0], [0.0, 0.0, 0.0], [0.0, 0.0, 0.0], [0.0, 0.0, 0.0], [0.0, 0.0, 0.0], [0.0, 0.0, 0.0], [0.0, 0.0, 0.0], [0.0, -0.1, 0.0], [0.0, 0.1, 0.1], [0.0, 0.0, 0.0], [-0.1, 0.0, 0.0], [0.0, 0.0, 0.0], [0.0, 0.0, 0.0], [0.0, 0.0, 0.0], [0.0, 0.0, 0.0], [0.0, 0.0, 0.0], [0.0, 0.0, 0.0], [0.0, 0.0, 0.0], [0.0, 0.0, 0.0], [0.0, 0.0, 0.0], [0.0, 0.0, 0.0], [0.0, 0.0, 0.0], [0.0, 0.0, 0.0], [0.0, 0.0, 0.0], [0.0, 0.0, 0.0], [0.0, 0.0, 0.0], [0.0, 0.0, 0.0], [0.0, 0.0, 0.0], [0.0, 0.0, 0.0], [-0.1, 0.0, 0.0], [0.0, -0.2, 0.0], [0.0, 0.1, 0.0], [0.0, 0.0, 0.0], [0.0, 0.2, -0.1], [0.0, 0.0, 0.0], [0.0, 0.0, 0.0], [0.0, 0.0, 0.0], [0.0, 0.0, 0.0], [0.0, 0.0, 0.0], [0.0, 0.0, 0.0], [0.0, 0.0, 0.0], [0.0, 0.0, 0.0], [0.0, 0.0, 0.0], [0.0, 0.0, 0.0], [0.0, 0.0, 0.0], [0.0, 0.0, 0.0], [0.0, 0.0, 0.0], [0.0, 0.0, 0.0], [0.0, 0.0, 0.0], [0.0, 0.0, 0.0], [0.0, 0.0, 0.0], [0.0, 0.0, 0.0], [0.0, 0.0, 0.0], [0.0, 0.0, 0.0], [0.0, 0.0, 0.0], [0.0, 0.0, 0.0], [0.0, 0.0, 0.0], [0.0, 0.0, 0.0], [0.0, 0.0, 0.0], [0.0, 0.0, 0.0], [0.0, 0.0, 0.0]],
  "mulliken_charge": [1.3376, -0.5341, 0.1445, -0.5644, -0.7167, 0.0486, -0.9689, -0.2960, 0.2629, -0.3809, -1.7191, 0.0702, -0.1579, 0.1294, -0.5770, -0.6462, -0.7652, 0.0704, -0.9454, 0.3870, 0.0364, 0.2195, 0.2932, 0.4052, 0.4150, 0.3540, 0.3645, 0.3577, 0.3290, 0.5752, 0.5003, 0.6222, 0.1538, -0.4830, 0.4942, 0.4988, 0.3567, 0.4038, 0.3833, 0.4055, 0.4623, 0.2874, 0.3082, -1.4497, 0.8483, -1.1051, 0.6221, -0.8532, -0.6674, -0.6054, -0.6844, -0.2299, 0.4033, 0.4360, 0.4225, 0.5033, 0.4435, -0.0860, 0.2237, 0.4738, 0.4285, 0.4547, 0.3908, -0.5211, -0.7303, 0.0099, 0.2494, -0.5251, -0.6676, 0.6223, 0.0551, -0.1424, -0.8086, -0.5828, -0.7633, -0.2141, 0.8584, -0.6460, -0.5984, -0.6776, -0.7566, -0.5671, 0.4073, 0.4361, 0.4582, 0.3495, 0.4202, 0.3164, 0.4492, 0.4017, 0.4419, 0.4307, 0.5646, 0.4987, 0.3994, 0.4448, 0.4959]
}

=====

{
  "formula": "C38H50BrF3N3O11PS",
  "method": "ωB97M-V with the def2-TZVPD basis set",
  "spin_multiplicity": 1,
  "homo_energy_ev": -8.7013,
  "gap_ev": 7.21,
  "fmax_ha_per_bohr": 0.027,
  "energy_ev": -165526.9220,
  "species": ["C", "C", "C", "C", "C", "C", "C", "C", "C", "C", "C", "C", "C", "C", "C", "O", "C", "C", "C", "O", "C", "C", "P", "N", "O", "O", "C", "C", "S", "O", "O", "C", "F", "F", "F", "C", "Br", "C", "C", "O", "H", "H", "H", "H", "H", "H", "H", "H", "H", "H", "H", "H", "H", "H", "H", "H", "H", "H", "H", "H", "C", "O", "C", "C", "N", "C", "C", "O", "C", "H", "H", "H", "H", "H", "H", "H", "H", "H", "H", "H", "H", "H", "H", "H", "C", "O", "C", "C", "N", "C", "C", "O", "C", "H", "H", "H", "H", "H", "H", "H", "H", "H", "H", "H", "H", "H", "H", "H"],
  "xyz": [[5.83598, -1.70683, 5.32577], [5.10789, -2.99738, 5.05516], [5.89221, -4.12031, 4.76687], [5.33213, -5.35645, 4.48525], [3.94689, -5.48874, 4.48180], [3.15763, -4.38404, 4.75794], [3.71403, -3.13362, 5.05138], [2.75568, -1.99215, 5.30735], [2.15619, -1.52933, 3.99577], [2.99089, -0.90576, 3.07820], [2.57184, -0.48287, 1.82104], [3.59381, 0.16275, 0.92919], [1.23690, -0.68642, 1.44212], [0.73767, -0.26703, 0.08605], [0.16259, 1.12364, 0.09716], [0.61530, 2.01430, 0.76413], [0.37779, -1.30831, 2.36456], [0.82579, -1.72918, 3.62898], [-0.16971, -2.36796, 4.51392], [-0.25626, -2.15041, 5.69300], [-1.12255, -3.30004, 3.81960], [-1.56034, -4.49950, 4.38401], [-1.18381, -5.08365, 6.05793], [-1.75513, -4.29071, 7.25549], [0.39474, -5.25686, 6.08955], [-1.71285, -6.59189, 6.05382], [-2.36442, -5.32404, 3.60878], [-2.77362, -4.96430, 2.32416], [-3.78429, -6.19547, 1.53873], [-4.44444, -6.93621, 2.57264], [-4.53434, -5.70272, 0.43074], [-2.48988, -7.35343, 0.88787], [-3.07806, -8.47304, 0.50198], [-1.61982, -7.61495, 1.86557], [-1.84099, -6.79733, -0.13023], [-2.39303, -3.73370, 1.78264], [-2.91592, -3.22216, 0.04547], [-1.55521, -2.90056, 2.54618], [-1.05770, -1.56760, 2.06018], [-1.77624, -0.78219, 1.49758], [6.58119, -1.83194, 6.10676], [6.38399, -1.41076, 4.43051], [5.18855, -0.87776, 5.58390], [6.96963, -4.02507, 4.74828], [5.96169, -6.20708, 4.27226], [3.48719, -6.43825, 4.25117], [2.08192, -4.49455, 4.73683], [1.97476, -2.29243, 5.99390], [3.28401, -1.14874, 5.73745], [4.02879, -0.77122, 3.35247], [3.28658, 0.22123, -0.10661], [4.49684, -0.44636, 0.94510], [3.86556, 1.14838, 1.29591], [1.52333, -0.34536, -0.66005], [-0.05208, -0.94597, -0.22238], [-0.71679, 1.29601, -0.53024], [-2.26111, -3.45103, 7.01550], [0.65161, -5.13495, 7.01718], [-2.54310, -6.57044, 6.55103], [-2.69339, -6.26859, 4.00646], [-3.17561, 3.89802, -1.51393], [-2.82424, 2.65961, -2.10989], [-3.66865, 1.58411, -1.71968], [-4.46690, 1.08632, -2.90201], [-5.45393, 2.07645, -3.30869], [-6.12648, 1.77951, -4.56809], [-5.28163, 1.78252, -5.83684], [-4.77402, 3.05595, -6.18826], [-3.53078, 3.40742, -5.61153], [-2.42884, 4.62857, -1.81224], [-4.15789, 4.24659, -1.84950], [-3.17829, 3.82384, -0.42217], [-4.32548, 1.88206, -0.89809], [-3.03157, 0.77101, -1.35996], [-4.98178, 0.16101, -2.62763], [-3.75173, 0.85242, -3.70412], [-4.99624, 2.97523, -3.39307], [-6.91695, 2.52239, -4.69815], [-6.61878, 0.80589, -4.47879], [-5.93207, 1.48207, -6.66244], [-4.46804, 1.04787, -5.79537], [-2.89941, 2.52888, -5.44970], [-3.64986, 3.94038, -4.66339], [-3.02470, 4.07643, -6.30830], [0.88253, 8.03125, -3.75753], [0.31047, 6.94601, -4.45961], [0.74152, 6.82884, -5.81074], [1.53913, 5.56001, -6.00759], [2.82515, 5.63669, -5.32660], [3.56091, 4.37680, -5.29435], [2.94221, 3.23342, -4.50044], [2.88808, 3.46143, -3.10513], [1.75430, 4.18066, -2.65351], [0.41323, 8.06435, -2.77596], [1.96357, 7.91162, -3.62628], [0.69199, 8.97950, -4.26942], [1.32470, 7.70372, -6.11138], [-0.15255, 6.78663, -6.43976], [1.71499, 5.40928, -7.07667], [0.91960, 4.72641, -5.64559], [2.67076, 5.94461, -4.37542], [4.54696, 4.58096, -4.87031], [3.72207, 4.04164, -6.32400], [3.57552, 2.35231, -4.63541], [1.94798, 2.96590, -4.87939], [0.88232, 3.99336, -3.28455], [1.95473, 5.25554, -2.61170], [1.52711, 3.84580, -1.64068]],
  "atomic_forces_ev_per_a": [[0.1, 0.0, -0.3], [-0.1, -0.2, 0.0], [-0.2, -0.2, -0.1], [-0.2, 0.3, 0.1], [0.1, 0.2, 0.0], [0.2, 0.0, -0.1], [0.2, -0.3, 0.0], [0.1, 0.0, -0.4], [-0.1, 0.2, 0.2], [-0.2, -0.1, -0.1], [-0.1, 0.0, 0.2], [0.2, -0.4, 0.1], [0.0, -0.1, 0.4], [-0.4, -0.6, 0.3], [0.1, 0.3, 0.2], [0.1, 0.1, 0.1], [0.4, 0.0, -0.1], [0.3, 0.2, -0.5], [0.0, 0.0, -0.2], [0.0, -0.1, 0.5], [-0.3, 0.0, -0.5], [0.2, -0.3, -0.2], [-0.6, 1.0, 0.7], [-0.2, -0.5, -0.5], [0.0, -0.2, 0.0], [0.1, -0.1, -0.1], [-0.1, 0.3, -0.2], [0.1, 0.3, 0.2], [-0.7, -0.3, 0.1], [0.3, 0.0, 0.0], [0.2, 0.0, 0.0], [0.0, 0.2, 0.1], [0.1, 0.0, -0.1], [0.0, -0.1, -0.1], [0.0, -0.1, 0.0], [0.1, 0.1, 0.1], [0.2, 0.1, 0.1], [-0.2, -0.5, 0.1], [0.2, -0.1, 0.0], [-0.1, 0.2, -0.2], [0.0, 0.0, 0.2], [0.1, 0.1, -0.1], [0.0, 0.1, 0.1], [0.1, 0.1, 0.1], [0.1, -0.1, 0.0], [-0.1, -0.1, 0.0], [0.0, 0.0, 0.0], [0.0, 0.0, 0.1], [-0.1, 0.1, 0.2], [0.1, 0.0, 0.0], [-0.1, 0.3, -0.1], [0.1, 0.0, 0.0], [-0.1, 0.2, -0.1], [0.1, 0.2, -0.1], [-0.1, -0.1, -0.2], [-0.2, 0.0, -0.3], [0.2, 0.2, 0.2], [0.3, 0.1, -0.1], [0.0, -0.2, 0.1], [0.0, -0.1, 0.0], [0.1, -0.1, 0.0], [-0.1, 0.2, 0.1], [0.1, -0.3, 0.0], [-0.1, 0.2, -0.1], [0.1, -0.1, -0.1], [-0.1, 0.1, 0.1], [-0.1, -0.1, -0.1], [0.0, 0.0, 0.1], [0.0, 0.1, -0.1], [0.1, 0.0, 0.0], [0.0, 0.0, 0.1], [0.0, 0.0, 0.0], [-0.1, 0.0, 0.0], [0.0, 0.0, 0.1], [0.0, 0.0, 0.0], [0.0, -0.1, 0.1], [0.0, 0.0, 0.0], [0.0, 0.0, 0.0], [0.0, 0.0, 0.0], [0.0, 0.0, 0.0], [0.0, 0.0, 0.1], [0.0, 0.0, 0.0], [0.0, -0.1, 0.0], [0.0, 0.0, 0.0], [-0.1, 0.0, 0.0], [0.1, 0.1, 0.0], [-0.2, 0.0, -0.1], [0.1, 0.0, 0.2], [-0.1, -0.1, -0.1], [0.1, 0.1, 0.1], [0.1, -0.2, -0.1], [-0.1, 0.0, 0.0], [0.1, 0.0, 0.2], [0.0, 0.0, 0.0], [0.0, 0.0, 0.0], [0.0, 0.0, 0.0], [0.1, 0.0, 0.0], [0.0, 0.0, 0.0], [0.0, 0.0, 0.0], [0.0, 0.0, -0.1], [0.0, 0.0, 0.0], [0.0, 0.0, 0.0], [0.0, 0.0, 0.0], [0.0, 0.0, 0.0], [0.0, 0.1, 0.0], [0.0, 0.1, 0.0], [-0.1, 0.0, 0.0], [0.0, 0.0, 0.0]],
  "mulliken_charge": [-2.0709, 1.1583, -0.6270, -0.5578, -0.7641, -0.2086, 0.5237, -1.4054, 0.3351, -0.3926, 0.3788, -1.9494, 0.9535, -1.8415, 0.7062, -0.5494, 0.5226, 0.4814, -0.1935, -0.5203, 0.2929, -0.2309, 0.8020, -0.8229, -0.4637, -0.5576, -0.8346, 0.5282, 1.1574, -0.6200, -0.5930, 0.7953, -0.2092, -0.2158, -0.2152, -0.4823, -0.0917, 0.7682, -0.7382, -0.5629, 0.5214, 0.3673, 0.2757, 0.4297, 0.3895, 0.4644, 0.2912, 0.5287, 0.4325, 0.5565, 0.3492, 0.4973, 0.3241, 0.7877, 0.2840, 0.0690, 0.2913, 0.3013, 0.3428, 0.7893, -0.8668, -0.1068, -0.7024, -0.2868, -0.3091, -0.6984, -0.4747, -0.4465, -0.4022, 0.1903, 0.3634, 0.3527, 0.4737, 0.1541, 0.4268, 0.1565, 0.1009, 0.3657, 0.3983, 0.3574, 0.3313, 0.2577, 0.1408, 0.2502, -0.8059, -0.2621, -0.8348, -0.1509, -0.3223, -0.7269, -0.4125, -0.4340, -0.5295, 0.2332, 0.3399, 0.3349, 0.4016, 0.3904, 0.3901, 0.1184, 0.1159, 0.3716, 0.3971, 0.3510, 0.3105, 0.2182, 0.2122, 0.2903]
}